Version one
{
  "formula": "C2H5N3OS",
  "method": "ωB97M-V/def2-TZVPD",
  "elements": ["H", "N", "C", "N", "O", "C", "N", "S", "H", "H", "H", "H"],
  "positions_angstrom": [[-2.952, 1.540, 0.081], [-1.979, 1.131, -0.378], [-1.584, 0.016, 0.023], [-2.271, -1.187, 0.375], [-0.285, -0.474, -0.475], [0.875, 0.171, -0.068], [0.917, 1.522, 0.472], [2.274, -0.611, -0.036], [-3.356, -1.271, -0.037], [-1.973, -2.089, 0.933], [0.054, 1.969, 0.123], [1.706, 2.039, 0.263]],
  "mulliken_charge": [0.271, -0.589, 0.473, -0.464, -0.249, 0.284, -0.471, -0.340, 0.265, 0.262, 0.287, 0.273],
  "smiles": "[H]/N=C(\\N)OC(N)=S",
  "multiplicity": 1,
  "e_homo_ev": -8.5,
  "homo_lumo_gap_ev": 8.75
}

Version two
{
  "formula": "C2H5N3OS",
  "method": "ωB97M-V/def2-TZVPD",
  "elements": ["C", "C", "H", "H", "H", "H", "H", "N", "N", "N", "O", "S"],
  "positions_angstrom": [[-0.217, 0.411, -0.295], [-1.643, 0.444, -0.104], [1.947, -2.119, 0.430], [2.238, -0.564, -0.668], [1.368, 1.215, 0.395], [-0.050, 2.247, 0.564], [-1.444, -1.772, 0.074], [1.595, -1.113, 0.060], [0.272, -0.832, -0.060], [0.649, 1.527, -0.375], [-2.100, 1.525, 0.141], [-2.614, -0.969, -0.162]],
  "mulliken_charge": [0.292, 0.581, 0.257, 0.278, 0.376, 0.335, 0.254, -0.708, -0.126, -0.720, -0.553, -0.265],
  "multiplicity": 1,
  "e_homo_ev": -8.8,
  "homo_lumo_gap_ev": 8.79
}

Version three
{
  "formula": "C2H5N3OS",
  "method": "ωB97M-V/def2-TZVPD",
  "elements": ["C", "C", "N", "N", "N", "O", "S", "H", "H", "H", "H", "H"],
  "positions_angstrom": [[-1.068, 0.013, 0.493], [1.718, 0.033, -0.228], [-2.111, -0.278, -0.244], [0.797, -0.802, -0.651], [-0.624, 0.536, 1.502], [1.709, 1.187, -1.063], [2.852, -0.086, 0.963], [-2.259, -0.927, -0.990], [-2.957, 0.196, -0.149], [0.820, -1.638, 0.001], [0.216, 0.517, 1.979], [0.906, 1.250, -1.613]],
  "mulliken_charge": [0.629, 0.300, -0.361, -0.720, -0.377, -0.522, -0.328, 0.253, 0.232, 0.290, 0.254, 0.349],
  "multiplicity": 1,
  "e_homo_ev": -8.0,
  "homo_lumo_gap_ev": 7.10
}

Among the structures shown above, version one is the most stable, with the second-best lying 70.9 kJ/mol higher.